1.
Formula: C50H39CoN10O4S
Source: the Open Molecules 2025 dataset
Level of theory: ωB97M-V/def2-TZVPD

Element x y z (Å)
H  -3.354006  3.079752  -2.631301
C  -2.278214  1.814122  -1.136992
C  0.607971  -0.434555  -5.246621
H  1.638916  4.437704  8.612302
C  1.746623  2.951847  6.266866
C  0.499451  0.886021  3.338560
C  0.606885  -2.483525  -8.998115
H  -2.043685  1.545696  -4.412875
C  1.025212  0.815261  7.084093
C  -0.452021  1.653006  2.666232
H  -8.591574  4.169978  -1.817654
C  0.474421  -3.691193  -1.726346
H  -1.066821  3.088975  4.286564
C  3.244910  -6.112535  0.685594
N  3.914105  -0.136574  -1.974278
Co  -0.552739  -0.134204  0.257092
N  0.544584  -0.924047  1.677368
C  0.575471  -5.548929  1.125067
C  0.127423  -2.948471  -2.802879
H  2.378687  -0.996034  4.451764
C  -5.115540  2.539313  -0.412735
N  2.137432  0.370248  -0.752596
H  -3.155419  5.104698  0.571501
C  1.914482  -2.371901  2.822772
C  1.553502  2.080161  7.327412
H  0.240851  -0.531515  5.629132
C  -0.576364  -0.745278  -4.583627
H  2.443982  -1.596700  -1.568324
H  3.301172  3.830412  8.409935
C  -4.039709  4.565942  0.253160
C  0.955759  -0.345833  2.840140
C  -5.226805  5.253105  0.079112
C  1.018843  -6.864968  1.181367
H  2.158191  3.939871  6.424906
O  1.844383  2.367318  8.631002
N  -1.380151  0.799993  -1.236319
H  0.092640  -3.241157  -3.840547
C  0.369022  -2.825436  -0.576473
C  -2.678954  2.262338  -2.437777
O  2.877684  -8.415321  0.914315
C  2.355555  -7.151650  0.942314
C  -2.201506  3.037346  2.427843
C  -0.341040  -1.143896  -7.331507
C  -3.957764  3.197290  -0.001082
H  0.711148  -2.507860  -10.081211
H  2.651575  -10.366982  1.324233
H  0.820626  -4.711557  -1.695809
C  -0.236981  -1.647332  -2.304781
C  -1.225914  2.699557  3.295150
H  -0.473641  -5.327098  1.276081
H  1.651241  -0.394166  -7.131612
O  -7.491162  5.348399  -0.501978
H  3.488477  -4.001020  0.430368
H  -5.078876  1.470537  -0.581717
O  -0.230594  -1.383018  -8.689701
H  -7.190710  2.664082  -0.890341
H  1.572177  3.245179  4.159239
C  -2.702510  2.411816  0.063884
C  -2.004933  1.497291  -3.336267
C  2.343144  3.653915  8.909213
N  3.906940  1.110278  -1.566684
C  0.690903  0.437036  5.800322
H  1.595871  -2.380917  -8.543125
C  -6.370760  4.583298  -0.341685
C  1.095842  -2.170831  1.666469
C  0.729428  -0.630040  -6.613515
C  2.795989  -4.805625  0.647199
H  5.352744  1.696780  -2.730080
C  -6.314899  3.216151  -0.576910
N  4.948642  1.971656  -1.846859
C  0.920737  -3.126409  0.667185
C  2.047173  -9.463697  1.361531
C  -0.659435  -0.593224  -3.106538
N  -0.103223  -1.604002  -0.951426
C  0.883299  1.295888  4.710634
H  0.872720  0.148882  7.923572
H  4.283399  -6.354761  0.497502
C  -8.679999  4.680904  -0.854036
C  -1.985516  2.257255  1.238370
H  1.170678  -9.593804  0.720181
H  -2.994998  3.754058  2.562493
H  2.484540  3.697790  9.986653
H  -5.287964  6.320146  0.253396
C  2.779406  -0.583203  -1.442930
H  -9.445579  5.450087  -0.929317
C  1.856089  -1.220764  3.537535
H  -2.580013  -1.452448  -4.814274
C  -1.653825  -1.220118  -5.325002
N  -2.316761  -1.042284  0.810127
H  -2.375783  -1.789336  -7.272952
H  2.485340  -3.261220  3.037519
H  1.441921  -0.044206  -4.675731
N  -0.918519  1.421737  1.409075
C  -3.458992  -0.968994  1.050810
H  4.589836  2.916232  -1.872144
S  -5.041647  -0.897539  1.386527
H  1.715747  -9.291115  2.390178
H  -8.975669  3.952558  -0.092822
C  1.413272  2.553442  4.977392
C  1.450239  -4.505144  0.856729
H  0.306054  -7.651583  1.387567
H  0.162843  -3.422446  -8.650821
C  -1.249200  0.551455  -2.571320
N  2.875310  1.447465  -0.840543
C  -1.540693  -1.415721  -6.693705

Forces on the atoms, in the same order (eV/Å):
H -0.046 -0.027 -0.006
C 0.148 -0.023 0.534
C -0.032 -0.039 -0.014
H -0.008 -0.042 -0.021
C 0.061 0.150 0.087
C -0.086 -0.352 -0.255
C 0.024 -0.057 -0.021
H 0.010 -0.003 0.005
C 0.011 0.000 0.076
C -0.039 -0.087 -0.058
H 0.024 0.017 0.011
C 0.072 -0.022 0.034
H -0.026 -0.048 0.023
C 0.117 -0.021 -0.018
N 0.131 0.073 -0.039
Co 0.561 0.186 -0.087
N 0.160 -0.137 0.294
C 0.111 0.098 0.029
C 0.012 0.001 -0.045
H -0.014 0.038 0.012
C 0.140 0.032 0.082
N -0.054 -0.074 -0.013
H 0.020 -0.003 -0.044
C 0.179 0.205 0.400
C -0.030 -0.117 -0.082
H 0.016 -0.033 -0.005
C -0.027 -0.032 -0.019
H -0.147 -0.040 0.040
H -0.011 -0.003 0.017
C 0.027 -0.004 -0.015
C -0.186 0.518 -0.152
C -0.018 0.113 0.038
C -0.076 -0.149 0.019
H -0.018 -0.029 -0.025
O -0.019 -0.008 0.024
N -0.336 0.263 -0.246
H 0.040 -0.026 0.011
C 0.001 0.135 -0.143
C 0.039 -0.094 -0.438
O 0.066 0.017 0.058
C -0.056 0.085 -0.025
C -0.023 0.081 0.107
C -0.018 -0.058 0.024
C -0.120 0.073 -0.113
H -0.008 -0.020 0.008
H -0.008 0.003 0.002
H -0.040 -0.026 -0.048
C 0.131 -0.024 0.054
C -0.083 0.117 0.046
H -0.005 -0.006 0.010
H 0.007 0.007 0.023
O -0.008 0.071 0.034
H 0.008 -0.004 -0.015
H 0.000 -0.026 0.026
O -0.007 0.129 0.054
H 0.036 0.001 0.030
H 0.002 -0.031 -0.033
C 0.216 -0.297 -0.370
C -0.267 0.400 0.022
C 0.042 0.092 0.050
N -0.397 -0.367 -0.066
C -0.077 0.097 -0.050
H -0.008 0.031 -0.017
C 0.137 -0.085 0.018
C -0.283 -0.181 -0.413
C 0.023 -0.035 -0.076
C -0.067 -0.070 0.032
H -0.108 -0.006 -0.139
C -0.157 0.022 -0.048
N 0.398 0.160 0.339
C 0.036 0.337 0.125
C -0.012 -0.028 0.026
C -0.258 0.338 0.288
N 0.160 -0.322 -0.097
C 0.151 0.059 0.161
H -0.029 -0.001 -0.011
H -0.001 0.007 0.020
C -0.128 -0.012 -0.035
C 0.086 0.004 -0.032
H 0.019 0.011 -0.009
H 0.004 -0.033 0.039
H 0.028 0.002 -0.011
H 0.010 -0.008 0.017
C 0.070 0.119 0.027
H -0.008 -0.017 0.000
C 0.233 -0.445 0.038
H -0.011 0.011 -0.006
C 0.078 0.046 0.020
N -0.873 -0.090 0.279
H 0.030 -0.027 -0.018
H -0.034 -0.004 0.020
H 0.010 -0.013 0.003
N -0.086 0.038 0.167
C 1.166 -0.222 -0.232
H -0.140 0.001 -0.078
S -0.998 0.094 0.171
H -0.021 -0.015 -0.023
H 0.034 0.002 -0.006
C 0.018 -0.102 -0.106
C -0.085 -0.023 -0.133
H 0.017 0.013 -0.001
H -0.012 0.023 -0.008
C 0.295 -0.460 0.027
N 0.246 0.268 -0.085
C -0.055 -0.063 -0.054

multiplicity	2
⟨S²⟩	0.756
energy relative to the best compared isomer or geometry (same formula, charge and spin)	0.000	eV
highest occupied orbital energy (alpha / beta)	-3.896 / -4.033	eV
total charge	-1

Löwdin atomic charge list, values in e, 6 entries:
1. H 0.1106
2. C -0.2200
3. C -0.0076
4. H 0.0931
5. C -0.0225
6. C -0.0548



2.
Formula: C50H40B2N2O10P2S
Source: the Open Molecules 2025 dataset
Level of theory: ωB97M-V/def2-TZVPD

Element x y z (Å)
C  -0.510282  -0.793362  -1.442199
C  -0.261406  -1.497963  -2.612937
H  2.094113  -4.259611  -2.261410
C  -4.073861  5.969190  6.288564
H  2.725198  2.823382  1.144105
H  2.776500  4.300419  7.118953
N  -1.076968  -3.967119  -2.553083
O  -2.151378  -2.431548  -4.104338
B  3.008863  0.193015  -3.815610
O  3.006646  1.226185  -4.698871
C  1.202121  -6.209405  -2.405758
C  1.256960  -7.455103  -3.003962
O  1.497508  -9.938944  -4.267063
H  -4.977891  3.539067  2.810866
H  -2.801089  4.211373  2.959277
C  3.168154  -6.741652  -4.291785
C  -2.341769  0.129184  -0.006611
H  -1.236113  2.977480  1.436615
C  3.111787  -5.494609  -3.680965
C  -1.945694  2.249662  1.072162
H  4.594020  -0.740771  -4.455628
C  3.439978  1.304589  -0.244635
C  2.057459  5.819678  8.455554
C  2.308441  -9.085052  -4.557839
H  0.537691  -8.219665  -2.745127
C  -0.379936  5.511363  7.164080
O  0.769804  1.243951  1.112613
C  -2.848602  6.129752  6.923017
H  -5.920834  2.705897  0.776605
H  -4.156561  5.296714  5.446082
B  -1.232419  -2.662409  -3.110232
H  0.437541  -5.999001  -1.673925
H  3.009610  5.941296  8.954791
H  3.009384  2.025728  -2.219653
H  2.593262  -2.087348  -5.107094
H  -5.941391  8.062681  8.180769
C  -1.725038  -1.072474  -0.622021
C  0.358572  0.216301  -1.017392
H  -6.136180  6.536958  6.243916
C  -2.734264  7.006781  8.003837
C  3.398661  -9.364869  -5.534258
C  -0.015776  0.900994  0.261836
C  4.145011  3.671987  -0.056978
C  -3.850751  7.698917  8.454285
C  4.218045  -7.001524  -5.315885
C  0.969498  6.577752  8.853484
H  0.923431  -3.452115  -4.593840
O  -7.382045  1.723269  -0.854911
C  -1.673374  5.349805  6.445290
O  -1.315532  8.010489  9.593608
H  -6.043989  1.286477  1.893851
C  1.485723  0.566331  -1.757096
C  2.134270  -5.231450  -2.738994
C  -3.317341  2.403383  1.219535
S  0.248414  -1.391560  -6.412398
C  -5.182337  6.665412  6.738192
H  -3.454868  5.892824  1.370931
P  1.207059  -2.103275  -4.880539
H  -5.540593  2.134324  -1.706908
H  4.783750  5.619894  -0.927910
O  4.992170  -6.128198  -5.648817
C  4.538809  4.631210  -0.638582
C  3.655305  2.515342  0.672841
C  -1.481498  1.105705  0.450852
C  5.391718  -9.908449  -7.388642
H  -4.375224  -0.489107  -0.193745
H  -1.908735  -4.539728  -2.532561
C  2.244452  -7.728742  -3.943712
C  -3.708564  0.285532  0.145080
H  -6.355824  0.480785  -2.191403
H  3.057229  0.497469  0.363273
H  4.419521  1.079561  -0.657067
H  4.604576  -11.906290  -7.409610
C  -5.696461  1.654418  0.931285
H  1.845507  2.514034  -1.031780
C  5.284564  -8.638011  -6.849514
H  4.347726  2.282600  1.478160
H  -2.894693  -3.034002  -3.991626
C  -1.424635  7.217013  8.683082
H  3.859179  1.254767  -5.150666
C  -5.071969  7.525570  7.825685
H  1.064868  7.290806  9.660500
O  -1.767688  4.597856  5.495895
H  5.969139  -7.856715  -7.149104
C  0.713445  4.748979  6.772942
C  -0.254625  6.420260  8.217172
C  3.514621  -10.639172  -6.074045
H  0.609371  4.038571  5.964560
H  -6.770197  -0.073969  0.069508
N  -4.091905  5.150964  1.107443
C  -4.203853  1.428196  0.752886
C  -6.499456  0.946479  -0.126890
P  -3.846552  3.922559  2.061026
C  4.511827  -10.911316  -6.994837
H  -0.608145  -3.951540  -1.660375
O  -2.176041  -2.179532  -0.446999
C  0.882927  -1.162665  -3.353507
O  4.114796  -0.622682  -3.626458
H  2.825116  -11.414073  -5.769128
C  -6.194930  1.302512  -1.510920
C  1.733212  -0.141554  -2.932611
C  2.437608  1.664774  -1.369395
C  1.927495  4.899365  7.420646
H  -3.760266  8.369665  9.297350
H  3.836437  -4.735790  -3.944435
H  6.165034  -10.121644  -8.114724
C  4.295398  -8.363519  -5.914040

Forces on the atoms, in the same order (eV/Å):
C 0.249 0.066 -0.222
C -0.017 -0.578 -0.649
H 0.000 0.005 0.003
C -0.140 0.014 -0.022
H -0.238 -0.212 0.087
H 0.006 0.005 -0.006
N -0.197 0.789 0.108
O -0.220 0.362 0.684
B 0.107 -0.145 0.578
O 0.122 -0.347 -0.068
C 0.149 -0.048 -0.024
C -0.041 0.079 0.084
O 0.019 0.018 0.004
H 0.251 -0.234 0.167
H -0.187 -0.602 0.336
C -0.052 -0.123 0.000
C -0.265 0.085 -0.009
H 0.028 0.112 0.060
C -0.035 0.134 0.080
C -0.284 -0.433 0.002
H 0.425 0.085 0.246
C -0.217 0.744 0.121
C -0.021 -0.034 -0.041
C -0.142 -0.162 0.042
H 0.057 -0.080 -0.060
C -0.045 0.071 0.084
O 0.314 0.283 -0.063
C 0.070 0.042 0.074
H -0.079 0.223 0.372
H 0.095 -0.034 0.011
B -0.012 -0.477 0.132
H -0.019 -0.034 0.026
H 0.003 -0.001 0.002
H -0.167 -0.031 -0.241
H 0.044 -0.177 0.485
H -0.003 0.006 -0.003
C -0.041 0.140 0.026
C -0.038 0.258 0.369
H -0.002 0.003 -0.004
C 0.040 -0.092 -0.073
C 0.055 0.121 0.019
C -0.216 -0.114 -0.048
C -0.076 -0.726 0.434
C -0.144 0.061 0.017
C 0.141 0.153 -0.079
C 0.146 -0.018 0.047
H 0.147 0.103 0.298
O -1.341 0.236 -0.233
C -0.015 -0.121 -0.158
O -0.005 -0.019 -0.015
H 0.126 0.384 0.367
C 0.245 -0.165 -0.237
C -0.041 -0.041 0.038
C 0.168 0.115 0.529
S 0.083 -0.076 -0.028
C 0.009 0.026 0.036
H -0.092 0.200 -0.212
P -0.636 0.624 -1.009
H 0.434 -0.150 -0.331
H 0.204 0.035 -0.418
O -0.019 -0.012 0.011
C 0.146 1.124 -0.103
C -0.092 -0.011 -0.070
C 0.695 0.308 -0.140
C -0.038 -0.032 0.024
H -0.067 -0.152 -0.096
H 0.200 -0.317 -0.020
C 0.086 0.053 -0.068
C 0.102 -0.090 0.205
H 0.221 0.306 -0.695
H 0.082 -0.328 0.015
H -0.018 -0.491 -0.164
H -0.004 -0.001 -0.009
C 0.052 -0.551 -0.457
H -0.041 0.153 0.053
C 0.095 -0.073 -0.095
H 0.141 -0.119 0.062
H 0.029 -0.114 -0.480
C 0.027 0.148 0.161
H -0.108 0.374 -0.149
C 0.018 -0.036 -0.045
H -0.108 0.021 0.001
O -0.029 -0.006 -0.044
H -0.039 0.069 0.074
C 0.136 -0.059 -0.019
C -0.074 -0.057 -0.089
C 0.042 -0.124 -0.084
H -0.097 0.035 -0.024
H -0.412 -0.386 0.089
N -0.100 -0.412 0.238
C -0.428 0.305 0.445
C 1.479 0.227 0.176
P 0.186 1.155 -0.759
C 0.023 0.055 -0.008
H -0.112 -0.262 0.085
O -0.230 -0.222 -0.200
C 0.113 -0.418 0.609
O -0.435 -0.075 -0.494
H -0.064 0.072 0.056
C -0.541 -0.400 0.203
C 0.430 0.080 -0.636
C -0.012 0.028 0.692
C -0.009 0.044 0.036
H 0.113 -0.010 0.002
H 0.052 -0.068 -0.073
H 0.003 -0.001 -0.002
C -0.098 -0.040 0.071

SMILES string	C#CCCCc1c(B(O)O)c([PH2]=S)c(B(N)O)c2c1C(=O)c1cc([PH2]=N)c(C[C@@H]3CO3)cc1C2=O.O=C1c2ccccc2C(=O)c2ccccc21.O=C1c2ccccc2C(=O)c2ccccc21
highest occupied orbital energy	-8.463	eV

Löwdin atomic charge list, values in e, 6 entries:
1. C -0.0319
2. C -0.0287
3. H 0.1062
4. C -0.0027
5. H 0.1060
6. H 0.1079